Entry 1:
{"formula": "C5H6O", "method": "wB97M-V/def2-TZVPD", "elements": ["O", "C", "C", "C", "C", "C", "H", "H", "H", "H", "H", "H"], "positions_angstrom": [[0.2565, -1.7277, -2.1251], [-0.1125, -1.0902, -1.1667], [0.7433, -0.8065, 0.0475], [0.1755, 0.3166, 0.9072], [-0.0543, 1.6714, 0.3103], [-1.1256, 0.9863, 0.5474], [-1.1465, -0.6907, -1.1387], [0.8040, -1.7571, 0.6004], [1.7673, -0.5731, -0.2761], [0.4644, 0.2562, 1.9583], [0.4268, 2.5223, -0.1434], [-2.1991, 0.8923, 0.4788]], "atomic_forces_ev_per_a": [[-0.1, 0.3, 0.4], [0.3, -0.4, -0.5], [-0.1, 0.0, -0.1], [0.1, -0.1, 0.2], [-0.2, -0.2, -0.2], [0.1, 0.3, 0.0], [0.1, -0.1, 0.0], [-0.1, 0.2, 0.0], [-0.2, -0.1, 0.0], [-0.1, 0.0, -0.1], [-0.1, 0.0, 0.2], [0.2, 0.0, 0.1]], "lumo_ha": 0.040, "smiles": "O=CCC1C=C1", "e_homo_ev": -9.4, "homo_lumo_gap_ev": 10.5, "charge": 0}

***

Entry 2:
{"formula": "C43H45ClF41NO12S3", "method": "wB97M-V/def2-TZVPD", "elements": ["C", "C", "C", "C", "C", "C", "C", "C", "S", "C", "C", "C", "C", "C", "C", "C", "C", "C", "Cl", "C", "O", "N", "O", "S", "O", "O", "F", "O", "S", "O", "O", "H", "H", "H", "H", "H", "H", "H", "H", "H", "H", "H", "H", "H", "H", "H", "H", "H", "H", "H", "H", "H", "H", "H", "H", "H", "F", "C", "F", "C", "F", "F", "C", "O", "C", "F", "F", "C", "F", "F", "H", "H", "H", "H", "F", "C", "F", "C", "F", "F", "C", "O", "C", "F", "F", "C", "F", "F", "H", "H", "H", "H", "F", "C", "F", "C", "F", "F", "C", "O", "C", "F", "F", "C", "F", "F", "H", "H", "H", "H", "F", "C", "F", "C", "F", "F", "C", "O", "C", "F", "F", "C", "F", "F", "H", "H", "H", "H", "F", "C", "F", "C", "F", "F", "C", "O", "C", "F", "F", "C", "F", "F", "H", "H", "H", "H"], "positions_angstrom": [[10.5552, -4.3801, 0.4712], [9.4801, -3.8812, -0.5164], [9.7050, -2.4138, -0.9480], [8.3787, -1.6740, -1.1690], [8.3055, -0.7241, -2.3685], [8.7851, -1.3244, -3.7019], [8.5596, -2.8425, -3.8938], [8.0382, -3.1673, -5.3162], [6.9427, -4.6315, -5.3362], [6.8330, -0.1668, -2.3712], [5.8119, -1.0764, -3.0814], [4.9928, -1.9329, -2.1381], [4.4536, -1.4351, -0.9510], [3.6634, -2.2065, -0.1026], [3.3762, -3.5297, -0.4479], [3.9192, -4.0423, -1.6190], [4.7138, -3.2657, -2.4673], [6.6260, 1.2681, -2.8664], [6.8457, 1.4951, -4.6176], [7.4079, 2.2946, -2.0191], [7.8061, 3.3712, -2.7789], [8.6579, 4.2708, -1.9522], [9.4473, 4.7615, -2.6105], [6.1749, 2.9293, -0.7601], [5.4812, 4.0254, -1.3247], [5.4354, 1.8259, -0.2479], [7.0828, 3.4230, 0.3925], [8.4468, 1.7354, -1.2468], [9.3873, 0.7077, -2.1074], [10.4919, 0.3967, -1.2627], [9.7229, 1.3041, -3.3584], [10.0905, -4.7605, 1.3761], [11.1388, -5.1888, 0.0405], [11.2556, -3.5918, 0.7281], [9.5260, -4.5139, -1.3990], [8.4907, -3.9744, -0.0750], [10.3068, -1.9135, -0.2009], [10.2960, -2.4384, -1.8599], [8.2050, -1.0559, -0.2861], [7.5401, -2.3642, -1.2112], [8.3886, -0.7923, -4.5584], [9.8615, -1.1750, -3.7402], [7.8684, -3.2824, -3.1850], [9.5217, -3.3375, -3.8156], [7.4989, -2.3187, -5.7236], [8.8524, -3.4590, -5.9673], [6.7203, -4.8287, -4.0316], [6.5467, -0.1331, -1.3239], [6.2275, -1.7023, -3.8647], [5.0946, -0.4250, -3.5802], [4.6481, -0.4067, -0.6761], [3.2797, -1.7545, 0.7977], [2.7420, -4.1349, 0.1797], [3.7162, -5.0690, -1.8894], [5.0772, -3.7125, -3.3797], [5.5752, 1.4836, -2.7062], [0.3455, -0.8253, 1.0121], [-0.7804, -1.0277, 1.7236], [-0.4805, -1.9097, 2.7114], [-1.9066, -1.6184, 0.8713], [-1.5553, -2.8511, 0.4291], [-2.9567, -1.7877, 1.7196], [-2.4342, -0.7849, -0.3099], [-1.9470, -1.1153, -1.6081], [-0.7827, -0.5728, -2.0882], [-0.3142, 0.4016, -1.2892], [-1.0657, 0.0015, -3.2802], [0.2754, -1.6495, -2.3427], [0.5482, -2.3066, -1.2007], [1.4114, -1.0634, -2.7837], [-1.0942, -0.0860, 2.1798], [-3.4862, -1.0195, -0.3633], [-2.3723, 0.2820, -0.1119], [-0.0699, -2.3687, -3.0878], [-7.6688, -0.5945, -1.3881], [-6.3490, -0.3526, -1.3093], [-5.7390, -1.5087, -0.9464], [-6.0405, 0.7196, -0.2623], [-6.3856, 0.2853, 0.9685], [-4.6789, 0.8782, -0.2527], [-6.6155, 2.1255, -0.4831], [-7.7872, 2.4648, 0.2412], [-9.0387, 2.1884, -0.2413], [-8.9986, 1.7510, -1.5078], [-9.7203, 3.3640, -0.2547], [-9.8080, 1.2339, 0.6751], [-9.1556, 0.0623, 0.7887], [-11.0237, 0.9940, 0.1396], [-5.9731, -0.0553, -2.2923], [-5.8636, 2.7929, -0.0840], [-6.7036, 2.3831, -1.5389], [-9.9265, 1.6741, 1.6675], [-10.7087, 9.3692, -2.1158], [-11.6402, 10.0582, -1.4289], [-11.0366, 11.1416, -0.8868], [-12.2457, 9.2158, -0.3043], [-11.2993, 8.9130, 0.6083], [-13.1537, 10.0255, 0.3138], [-13.0090, 7.9410, -0.6993], [-12.3277, 6.7057, -0.5861], [-11.5557, 6.2142, -1.6080], [-11.6888, 6.9440, -2.7307], [-12.0099, 4.9736, -1.8874], [-10.0924, 6.0736, -1.1868], [-9.5791, 7.2717, -0.8343], [-9.3693, 5.6021, -2.2296], [-12.4175, 10.4022, -2.1170], [-13.8104, 7.8615, 0.0334], [-13.5001, 8.0463, -1.6668], [-9.9991, 5.3971, -0.3474], [-1.4318, 2.2269, 3.0733], [-0.8612, 1.9099, 4.2556], [-0.2363, 0.7182, 4.0993], [-1.9072, 1.7769, 5.3640], [-2.7395, 0.7511, 5.0872], [-1.2123, 1.4396, 6.4861], [-2.7274, 3.0261, 5.7273], [-4.0309, 3.1311, 5.1846], [-4.2454, 3.6896, 3.9544], [-3.1324, 4.2551, 3.4551], [-5.1547, 4.6755, 4.1115], [-4.8475, 2.6750, 2.9824], [-4.0211, 1.6253, 2.8149], [-5.0174, 3.2647, 1.7713], [-0.1123, 2.6636, 4.5117], [-2.8988, 2.9429, 6.7990], [-2.1544, 3.9429, 5.5880], [-5.8095, 2.3108, 3.3464], [-0.8115, -8.1485, 3.7489], [-0.6617, -7.9431, 5.0716], [-1.8608, -8.1577, 5.6617], [-0.2130, -6.5111, 5.3700], [-1.1686, -5.6385, 4.9929], [-0.1115, -6.4329, 6.7290], [1.1476, -6.0606, 4.8133], [1.1475, -5.2870, 3.6285], [1.1545, -5.8683, 2.3897], [1.3500, -7.1976, 2.4671], [2.2196, -5.3638, 1.7152], [-0.0990, -5.5124, 1.5897], [-1.2063, -5.9446, 2.2222], [-0.0404, -6.1202, 0.3813], [0.0556, -8.6653, 5.4715], [1.5421, -5.3795, 5.5656], [1.8566, -6.8869, 4.7591], [-0.1721, -4.4328, 1.4525]], "atomic_forces_ev_per_a": [[-0.3, -0.2, -0.3], [0.6, 0.3, 0.2], [-0.3, -0.8, -0.2], [0.9, 0.5, 0.4], [-1.1, 0.5, -0.2], [0.5, -0.6, 0.1], [-0.1, 0.2, -0.9], [-0.2, -0.4, 0.9], [-0.1, -0.3, -0.5], [0.3, -0.1, -0.5], [-0.5, 0.1, 0.5], [-0.1, -0.9, 0.0], [0.1, 0.1, 0.1], [0.2, -0.3, -0.7], [0.3, 0.5, -0.1], [0.0, 0.1, -0.1], [-0.4, 0.2, 0.7], [-0.1, 0.1, 0.0], [0.1, -0.1, 0.0], [-0.3, 1.0, 0.2], [0.2, -0.6, -0.3], [0.2, 0.1, 0.5], [0.0, 0.3, -0.3], [-0.8, -0.8, -0.2], [0.3, 0.4, 0.0], [0.2, -0.1, 0.2], [0.2, 0.2, 0.1], [0.0, -0.3, -0.5], [1.7, -0.5, -0.1], [-0.5, -0.1, 0.6], [-0.7, 0.4, -0.1], [0.1, 0.0, 0.2], [0.1, -0.1, 0.0], [0.0, 0.1, 0.2], [-0.3, -0.1, -0.1], [-0.1, -0.1, 0.0], [0.0, 0.2, 0.1], [0.2, 0.2, -0.1], [-0.2, 0.0, 0.1], [-0.1, -0.1, -0.2], [-0.2, 0.3, 0.1], [0.1, 0.1, -0.2], [0.0, 0.1, 0.3], [0.0, -0.3, 0.4], [-0.1, 0.0, -0.2], [0.2, 0.3, -0.2], [0.2, 0.2, 0.1], [0.0, 0.1, 0.1], [0.2, 0.0, 0.0], [0.0, 0.0, -0.2], [-0.1, 0.1, 0.1], [-0.2, 0.0, 0.1], [0.1, 0.1, -0.1], [0.0, -0.1, 0.0], [0.1, 0.1, -0.1], [-0.2, 0.0, -0.1], [0.0, 0.0, -0.1], [-0.1, 0.1, 0.4], [-0.1, 0.0, -0.1], [0.1, -0.2, -0.5], [0.1, 0.0, 0.1], [0.0, 0.2, 0.1], [-0.1, 0.1, -0.1], [0.4, -0.2, 0.3], [-0.5, 0.2, 0.1], [0.1, 0.0, 0.0], [0.0, 0.0, -0.1], [0.2, -0.2, -0.2], [0.0, 0.0, 0.0], [0.0, 0.1, 0.0], [0.0, -0.1, -0.1], [-0.1, -0.2, 0.0], [0.3, 0.0, 0.1], [-0.1, 0.1, 0.0], [0.0, 0.1, 0.1], [0.2, -0.2, -0.2], [0.0, 0.1, 0.0], [-0.3, 0.3, 0.5], [0.0, -0.1, 0.0], [-0.3, 0.0, -0.3], [0.1, 0.6, -0.4], [-0.1, -0.6, 0.2], [0.5, 0.4, -0.3], [-0.1, -0.1, 0.0], [-0.1, -0.3, 0.1], [-0.2, -0.1, 0.2], [0.0, 0.0, -0.1], [0.0, 0.0, 0.0], [0.0, 0.0, 0.0], [0.0, 0.0, 0.1], [-0.1, -0.3, -0.1], [0.0, 0.1, 0.0], [0.0, -0.1, 0.0], [0.0, 0.3, -0.1], [0.0, 0.0, 0.0], [0.3, -0.4, 0.3], [0.0, 0.1, -0.1], [-0.1, 0.1, -0.2], [-0.6, -0.2, 0.0], [0.5, 0.3, 0.1], [-0.5, 0.1, 0.0], [0.1, 0.0, 0.0], [0.1, -0.1, 0.0], [0.3, 0.2, 0.0], [-0.1, 0.0, -0.1], [-0.1, 0.0, 0.0], [0.0, 0.0, 0.0], [0.1, 0.0, 0.1], [0.2, 0.1, -0.1], [-0.1, 0.0, 0.1], [0.0, 0.0, 0.0], [0.3, 0.0, 0.1], [0.0, 0.1, 0.1], [-0.5, -0.2, 0.0], [0.1, 0.0, -0.1], [0.2, 0.1, 0.0], [0.0, 0.4, 0.5], [0.1, -0.4, -0.4], [0.1, 0.3, 0.4], [0.0, 0.0, -0.1], [-0.1, 0.0, -0.1], [-0.2, -0.3, -0.2], [0.1, 0.1, 0.0], [0.1, 0.2, 0.2], [0.0, 0.0, 0.0], [0.0, -0.1, 0.0], [0.1, -0.1, -0.2], [0.0, 0.1, 0.0], [0.1, 0.1, 0.0], [-0.1, -0.2, 0.2], [0.0, 0.1, 0.0], [-0.1, 0.5, -0.3], [0.0, -0.1, 0.0], [0.1, -0.2, 0.1], [0.6, 0.1, 0.3], [-0.6, -0.1, -0.1], [0.4, -0.1, 0.4], [-0.1, 0.0, -0.1], [-0.1, -0.1, 0.1], [-0.3, 0.2, -0.2], [0.1, -0.1, 0.1], [0.1, 0.0, 0.0], [0.0, 0.0, 0.0], [-0.1, 0.0, 0.0], [-0.2, -0.2, -0.1], [0.1, 0.0, 0.0]], "lumo_ha": -0.026, "smiles": "CCCC[C@@]1(CCCS)[C@H](Cc2ccccc2)[C@H](Cl)[C@@](ON=O)(S(=O)(=O)F)OS1(=O)=O.FC(F)C(F)(F)COC(F)(F)C(F)F.FC(F)C(F)(F)COC(F)(F)C(F)F.FC(F)C(F)(F)COC(F)(F)C(F)F.FC(F)C(F)(F)COC(F)(F)C(F)F.FC(F)C(F)(F)COC(F)(F)C(F)F", "e_homo_ev": -9.1, "homo_lumo_gap_ev": 8.4, "charge": 0}

***

Entry 3:
{"formula": "C4H11N3", "method": "wB97M-V/def2-TZVPD", "elements": ["C", "C", "N", "N", "C", "N", "C", "H", "H", "H", "H", "H", "H", "H", "H", "H", "H", "H"], "positions_angstrom": [[-1.8984, -1.2822, 1.2251], [2.6058, 0.0283, 0.4191], [-1.8963, 0.0504, 0.6493], [0.8580, 0.1968, 0.6333], [1.1609, 0.7117, -0.4615], [-2.1296, 0.0051, -0.7447], [1.0310, 1.2343, -1.6734], [-1.0386, 0.5597, 0.9132], [-1.3094, -0.2892, -1.2744], [-2.4167, 0.9259, -1.0572], [-1.6744, -1.1982, 2.2890], [-1.1596, -1.9538, 0.7657], [-2.8925, -1.7088, 1.0955], [3.3089, 0.8107, 0.1293], [2.8285, -0.9335, -0.0396], [2.6940, -0.0472, 1.5013], [1.7331, 1.0177, -2.4601], [0.1953, 1.8723, -1.9100]], "atomic_forces_ev_per_a": [[0.0, 0.3, -0.2], [0.1, -0.7, 1.2], [0.0, 0.4, 0.5], [2.1, 0.8, -1.0], [-1.9, -0.7, 0.4], [0.0, 0.0, -0.1], [0.7, 0.2, -0.5], [-0.7, -0.5, -0.3], [0.0, 0.1, 0.1], [0.0, -0.2, 0.0], [0.0, 0.0, 0.0], [0.0, 0.0, 0.0], [0.0, -0.1, 0.0], [-0.6, 0.3, -0.3], [-0.2, 0.2, -0.1], [0.1, -0.2, -0.1], [0.2, 0.1, 0.1], [-0.1, 0.0, 0.2]], "lumo_ha": 0.026, "e_homo_ev": -8.1, "homo_lumo_gap_ev": 8.8, "charge": 0}

***

Entry 4:
{"formula": "F2H2N2O2S", "method": "wB97M-V/def2-TZVPD", "elements": ["N", "N", "O", "O", "F", "F", "S", "H", "H"], "positions_angstrom": [[1.4071, -0.5146, -1.4766], [-0.7034, 0.6679, 1.2313], [-1.5649, -1.4118, -0.1018], [-1.5333, 1.0393, -1.0745], [2.1529, 0.2705, -0.5873], [-0.2305, -0.1709, 2.2547], [-0.9673, -0.0706, -0.3380], [1.6844, -1.4349, -1.2855], [-0.2450, 1.6250, 1.3778]], "atomic_forces_ev_per_a": [[-0.9, 3.3, -0.2], [-0.1, 0.7, 0.7], [0.8, 3.0, -0.4], [0.0, -1.0, 0.5], [-0.4, -1.1, -0.6], [-0.1, 0.4, -1.1], [0.3, -1.5, 0.9], [0.8, -2.0, 1.1], [-0.5, -2.0, -0.9]], "lumo_ha": [-0.082, -0.052], "e_homo_ev": [-11.3, -9.9], "homo_lumo_gap_ev": [9.0, 8.5], "charge": 0}

***

Short version: energy above the lowest of the compared OMol25 structures with the same formula, charge and spin = 263.3; 35.0; 611.1; 313.6 kJ/mol, in the order given.
Short version: strongest force on any atom = 0.0134; 0.0338; 0.0483; 0.0674 hartree/bohr, in the order given.